Entry from OMol25: a molecular structure, C2H5LiO2Y (the ωB97M-V functional and the def2-TZVPD basis).

The geometry in XYZ format:
```
11
Properties=species:S:1:pos:R:3:forces:R:3:mulliken_charge:R:1
O -1.01755 -0.54191 0.00018 -1.29 1.04 2.71 -0.45
C -0.07143 -1.41918 -0.33327 -0.55 -1.10 -4.66 0.20
C 0.82008 -2.10188 0.37991 2.13 0.03 -0.50 -0.95
Li -1.33070 0.79924 -1.22199 0.41 0.48 -0.45 0.82
Y -1.81067 -0.39165 2.06200 0.39 -0.24 -0.79 1.25
H 1.27988 -1.44193 -0.78754 -0.80 -0.66 1.74 0.41
H 0.16113 -2.74922 -0.73187 -0.30 1.27 0.97 0.46
H 0.97709 -1.84124 1.42996 0.26 -0.41 1.14 0.21
H 0.93355 2.82850 0.15669 0.09 0.92 -0.48 0.33
O 0.07409 3.01623 -0.23680 -1.13 -1.57 0.09 -0.63
H -0.01547 3.84303 -0.71728 0.78 0.22 0.23 0.34
```
Positions in Å, forces in eV/Å.

- Total charge: +2
- Energy relative to the best compared isomer or geometry (same formula, charge and spin): 86.1 kcal per mole
- Multiplicity: 2
- Kohn-Sham gap (spin up / spin down): 6.1 / 5.4 eV
- HOMO level (spin up / spin down): -15.47 / -15.42 eV
- Lowest unoccupied orbital energy (spin up / spin down): -9.38 / -10.00 eV

---

Entry from OMol25: 13 unconnected molecules or ions with the total composition C19H25Cl36N3OP2 (the ωB97M-V functional and the def2-TZVPD basis).

The geometry in XYZ format:
```
86
Properties=species:S:1:pos:R:3:forces:R:3:mulliken_charge:R:1
C -1.54598 2.97479 2.27660 0.23 0.24 0.00 -0.56
C -1.08082 2.61027 0.86261 -0.41 -0.29 0.76 -0.34
P -1.57797 0.97082 0.19227 -0.01 0.04 -1.03 0.03
C -3.19710 0.64289 0.96424 0.26 -0.19 0.43 -1.29
C -0.52574 -0.34822 0.98758 0.06 0.02 0.42 -0.19
C 0.01244 -0.05049 2.30932 0.12 0.37 0.30 -0.28
N 0.52963 0.26969 3.28688 -0.12 -0.18 -0.09 -0.42
C 0.63969 -0.78222 0.07784 -0.04 0.36 -0.44 0.59
C 1.68859 0.21573 0.01493 0.45 -0.02 0.12 -0.41
N 2.62813 0.87936 0.06765 -0.24 0.14 -0.07 -0.49
P 1.22034 -2.46415 0.68344 -0.29 -0.69 0.35 0.16
N 2.84662 -2.19488 1.04435 -0.24 0.38 0.32 -0.38
O 1.29457 -3.31166 -0.71553 -0.07 0.30 -0.12 -0.08
H -2.56034 2.65463 2.49740 -0.08 -0.07 -0.04 0.20
H -0.87758 2.57970 3.03727 -0.03 -0.14 0.05 0.14
H -1.53015 4.05752 2.37759 -0.02 0.08 0.08 -0.03
H -1.53691 3.30217 0.15588 0.17 0.11 -0.19 0.43
H 0.00268 2.70110 0.80051 0.09 0.06 -0.26 0.28
H -3.90163 1.40526 0.64678 -0.12 0.10 -0.02 0.46
H -3.56111 -0.32557 0.62767 -0.04 -0.03 -0.14 0.38
H -3.14833 0.62228 2.05256 -0.13 0.05 0.09 0.44
H -1.17406 -1.22092 1.08756 -0.13 -0.02 -0.02 0.64
H 0.24170 -0.90737 -0.93033 0.00 -0.17 -0.06 0.39
H 3.10225 -1.21227 1.11966 0.20 -0.08 -0.26 0.19
H 3.01112 -2.61139 1.95346 0.31 -0.05 -0.03 0.17
H 0.51876 -3.89333 -0.72337 0.19 -0.08 -0.14 0.04
C -2.17662 -5.32245 -1.69025 0.01 -0.04 -0.04 -0.03
Cl -2.07076 -3.66979 -2.29044 0.19 0.05 -0.04 -0.07
Cl -1.45842 -6.46211 -2.82125 -0.04 0.04 0.00 -0.05
Cl -1.39750 -5.46081 -0.10742 -0.18 0.17 0.04 -0.13
H -3.22359 -5.57056 -1.57102 -0.01 0.00 0.00 0.29
C 3.06647 -1.23368 5.85704 -0.03 0.10 -0.01 0.40
Cl 4.20082 -0.67748 7.08672 -0.05 0.06 0.01 -0.14
Cl 3.84284 -2.45026 4.83594 -0.04 -0.09 -0.09 -0.13
Cl 1.58943 -1.85586 6.58857 0.05 -0.03 -0.04 -0.13
H 2.79657 -0.39506 5.22658 -0.01 0.01 0.01 -0.02
C 2.77242 -6.72070 0.38825 -0.17 0.13 -0.16 -0.13
Cl 3.36207 -6.07709 -1.13849 0.04 -0.04 -0.03 -0.09
Cl 2.62906 -5.43592 1.58778 0.10 -0.18 0.22 -0.07
Cl 1.20074 -7.50358 0.17255 0.21 -0.20 -0.01 -0.10
H 3.47905 -7.45753 0.74443 -0.01 0.00 0.06 0.39
C 3.26749 3.66616 -1.75554 0.02 -0.10 0.10 0.16
Cl 4.69098 4.49766 -2.38586 -0.01 0.00 0.00 -0.15
Cl 2.01044 4.82353 -1.30974 -0.02 0.03 -0.01 -0.13
Cl 2.65198 2.49125 -2.91199 0.03 0.06 -0.05 -0.09
H 3.55406 3.12357 -0.86285 -0.02 -0.02 0.01 0.17
C 3.97479 -0.81857 -4.05526 0.04 0.01 0.16 0.09
Cl 4.12198 -1.48754 -2.43162 -0.01 -0.01 -0.02 -0.08
Cl 4.62528 -1.92663 -5.26318 0.00 -0.03 -0.01 -0.13
Cl 2.29386 -0.42111 -4.40955 -0.10 -0.08 -0.11 -0.15
H 4.54858 0.09837 -4.09774 -0.01 0.02 -0.01 0.26
C -0.14665 6.84694 2.90165 -0.09 -0.09 -0.06 -0.22
Cl 0.09043 5.95516 4.40535 0.00 0.04 0.09 -0.11
Cl 0.38359 5.87963 1.52586 0.12 0.08 -0.03 0.00
Cl -1.83553 7.32259 2.72304 0.19 0.00 0.04 -0.06
H 0.45665 7.74394 2.93454 0.01 0.01 0.03 0.38
C -5.45110 9.66006 2.28748 0.02 0.00 0.05 0.05
Cl -6.64629 9.31712 3.53660 -0.01 0.00 -0.01 -0.12
Cl -4.23545 10.79494 2.87223 0.00 0.00 -0.01 -0.12
Cl -4.69254 8.17271 1.71630 -0.19 0.03 -0.08 -0.10
H -5.96171 10.11652 1.45061 0.00 0.00 -0.01 0.30
C -6.29380 -2.56156 -2.74825 0.07 -0.04 -0.07 0.01
Cl -5.90673 -0.84428 -2.69470 0.01 0.03 0.04 -0.12
Cl -5.99911 -3.22650 -4.35276 -0.01 0.00 0.00 -0.12
Cl -5.37153 -3.44849 -1.52925 -0.20 0.03 0.13 -0.09
H -7.34505 -2.67713 -2.52247 -0.01 -0.01 0.02 0.33
C 3.38668 4.31497 4.77357 -0.07 0.01 -0.05 0.10
Cl 4.36678 3.89378 6.17623 0.04 -0.03 0.03 -0.14
Cl 4.39917 4.63535 3.36381 0.00 0.02 -0.01 -0.13
Cl 2.20686 3.05606 4.42307 0.02 -0.13 -0.02 -0.02
H 2.84636 5.22298 5.00668 0.00 0.01 -0.02 0.17
C -0.76516 -9.15953 -5.83121 -0.03 0.05 0.01 -0.01
Cl -2.46010 -9.63001 -5.70035 0.00 -0.01 0.00 -0.12
Cl -0.60827 -7.58562 -6.60907 0.00 0.00 0.00 -0.11
Cl 0.00733 -9.15262 -4.24574 0.05 -0.05 -0.01 -0.10
H -0.26056 -9.89141 -6.44693 0.01 -0.01 -0.01 0.34
C -6.92030 0.47672 2.85344 0.08 0.01 0.01 -0.07
Cl -6.51654 2.19364 2.87777 0.00 0.00 -0.01 -0.11
Cl -6.68119 -0.19868 1.24145 -0.05 -0.03 -0.05 -0.06
Cl -5.97273 -0.40718 4.04895 0.00 0.00 0.00 -0.12
H -7.96594 0.37423 3.10933 -0.01 0.00 0.00 0.36
C 6.86504 -0.37924 -8.28580 -0.04 0.02 0.02 0.06
Cl 7.79341 0.20954 -9.66469 0.01 -0.01 0.00 -0.13
Cl 6.52686 0.93134 -7.15300 0.00 0.00 0.01 -0.10
Cl 5.37317 -1.15457 -8.81306 0.01 0.00 -0.03 -0.11
H 7.46311 -1.11894 -7.77116 0.00 0.00 0.01 0.28
```
Positions in Å, forces in eV/Å.

- Multiplicity: 1
- Kohn-Sham gap: 8.9 eV
- HOMO level: -8.74 eV
- Lowest unoccupied orbital energy: 0.18 eV

---

Entry from OMol25: a molecular structure, C20H37Cl3N6OTi (the ωB97M-V functional and the def2-TZVPD basis).

The geometry in XYZ format:
```
68
Properties=species:S:1:pos:R:3:forces:R:3:mulliken_charge:R:1
Ti -0.03584 -0.25743 1.28370 0.30 0.72 -0.91 -0.22
C -2.43458 -2.34386 2.22536 0.06 0.01 0.04 -0.37
C -3.07598 -0.98763 1.93192 0.09 -0.05 0.04 -0.95
N -2.09463 0.11399 1.96604 0.14 0.23 -0.07 0.01
C -1.97784 0.88180 3.22179 -0.06 -0.08 0.03 -0.62
C -0.94976 1.99725 3.04091 0.07 -0.09 0.16 -0.81
N 0.38722 1.44769 2.69140 -0.14 -0.23 0.11 -0.05
C 1.17798 0.99857 3.86856 -0.03 -0.07 -0.03 -0.89
C 2.49645 0.33138 3.45910 0.01 0.02 -0.01 -0.64
C 2.49497 -1.17594 3.14856 0.06 -0.02 -0.09 -0.95
N 1.31587 -1.62788 2.38249 -0.64 0.08 0.11 0.30
C 1.35765 -2.95461 1.71475 0.20 0.01 0.13 -0.76
C 0.66987 -2.94266 0.33975 -0.10 -0.14 0.31 -0.68
N -0.63499 -2.25398 0.41093 0.07 0.14 0.18 0.02
C -1.72393 -3.03359 1.05714 -0.01 0.05 -0.02 -0.88
H -3.21173 -3.03191 2.56484 0.01 -0.01 0.02 0.49
H -1.74627 -2.23386 3.07248 -0.02 -0.01 0.01 0.07
H -3.88456 -0.79434 2.64095 0.00 -0.01 0.01 0.43
H -3.52260 -0.99817 0.93548 -0.03 0.00 0.01 0.39
H -2.29704 0.77948 1.21903 -0.13 -0.08 0.05 0.27
H -1.66010 0.21022 4.02449 -0.07 -0.06 -0.01 0.31
H -2.94191 1.30365 3.51933 0.03 0.07 0.05 0.48
H -0.89063 2.60076 3.95052 -0.08 0.02 0.01 0.47
H -1.27458 2.64946 2.22761 0.07 0.02 -0.03 0.31
H 0.92395 2.16940 2.21816 -0.01 0.02 0.01 0.29
H 0.56131 0.31838 4.46382 -0.02 0.01 -0.02 0.34
H 1.38691 1.85909 4.50847 0.02 -0.02 0.04 0.56
H 3.20516 0.46593 4.27733 0.02 0.05 -0.02 0.42
H 2.90639 0.88535 2.61098 -0.01 -0.02 -0.01 0.26
H 2.57255 -1.74722 4.07737 0.01 -0.01 0.01 0.45
H 3.38367 -1.40571 2.56008 0.01 0.00 0.00 0.37
H 0.54011 -1.64929 3.04454 0.11 -0.34 0.20 0.31
H 0.90288 -3.70995 2.35918 0.01 -0.03 -0.01 0.37
H 2.40266 -3.23871 1.58820 -0.02 -0.05 -0.04 0.45
H 0.56226 -3.98052 0.00607 0.04 0.00 -0.04 0.49
H 1.28561 -2.41224 -0.38627 -0.01 0.03 0.00 0.22
H -0.91889 -1.96518 -0.51855 0.09 -0.10 -0.06 0.05
H -1.30264 -3.97121 1.42432 -0.02 -0.03 -0.03 0.40
H -2.46210 -3.30638 0.29963 -0.02 0.02 0.00 0.41
Cl 2.83444 5.12541 -2.37844 0.00 0.00 0.00 -0.18
C 1.81513 3.87314 -1.76314 0.05 0.01 -0.02 0.17
C 2.38018 2.71287 -1.25959 -0.02 0.01 0.00 -0.73
C 1.53516 1.72992 -0.77986 0.03 -0.02 0.02 0.78
Cl 2.23614 0.24335 -0.14954 -0.04 0.12 -0.07 -0.32
C 0.12991 1.81879 -0.76741 0.08 -0.16 -0.18 -0.70
O -0.64042 0.84914 -0.35314 -0.06 0.06 0.27 0.10
C -0.37534 3.02934 -1.28239 0.00 0.00 -0.04 0.61
Cl -2.09708 3.23407 -1.30039 -0.02 0.00 0.00 -0.19
C 0.43802 4.03712 -1.77042 -0.06 0.00 0.00 -0.66
H 3.45360 2.58394 -1.24059 0.00 -0.01 0.00 0.51
H -0.00130 4.95167 -2.14472 0.00 0.00 0.00 0.52
N -0.38175 0.53269 -5.50273 0.00 0.01 0.01 -0.10
C 0.93180 -0.14994 -5.20534 -0.05 0.02 -0.03 -0.90
C 1.15134 -0.13774 -3.69777 -0.04 0.06 0.04 -0.44
N 0.05316 -0.73154 -2.94933 0.01 -0.13 -0.18 -0.12
C -1.21230 -0.09184 -3.27434 0.05 0.07 0.03 -0.32
C -1.53218 -0.10859 -4.76366 0.04 0.03 -0.05 -0.96
H -0.56143 0.52919 -6.50766 0.00 0.00 0.00 0.35
H -0.31598 1.51480 -5.22175 0.00 0.00 0.00 0.37
H 1.71107 0.38111 -5.74949 0.01 0.00 0.01 0.46
H 0.84484 -1.16205 -5.59977 0.02 -0.01 0.00 0.37
H 1.26671 0.89896 -3.36168 0.03 0.00 0.02 0.11
H 2.08598 -0.64774 -3.46895 0.00 -0.03 -0.02 0.50
H 0.00944 -1.73113 -3.12093 0.00 0.00 -0.01 0.38
H -1.16773 0.94564 -2.92921 -0.02 -0.01 0.04 0.02
H -2.02962 -0.55362 -2.72298 -0.01 -0.04 -0.03 0.39
H -2.43303 0.45295 -5.00586 0.00 0.00 0.01 0.46
H -1.62159 -1.12001 -5.15938 -0.01 -0.01 0.01 0.38
```
Positions in Å, forces in eV/Å.

- Total charge: +2
- Energy relative to the best compared isomer or geometry (same formula, charge and spin): 2.8 kcal per mole
- Multiplicity: 3
- Kohn-Sham gap (spin up / spin down): 6.5 / 8.1 eV
- HOMO level (spin up / spin down): -11.31 / -12.91 eV
- Lowest unoccupied orbital energy (spin up / spin down): -4.82 / -4.82 eV

---

Number 1: largest force on an atom 4.81 eV/Å. Number 2: largest force on an atom 1.03 eV/Å. Number 3: largest force on an atom 1.19 eV/Å.